A cluster of 2 separate species, CH3IS2 in total. Source: the Open Molecules 2025 dataset; level of theory: ωB97M-V with the def2-TZVPD basis set.

Output
Gap between HOMO and LUMO (alpha / beta), Eh: 0.143 / 0.138
Energy above the lowest of the compared OMol25 structures with the same formula, charge and spin, eV: 2.591
HOMO level (alpha / beta), eV: -7.9632 / -7.8654

Each line ends with the natural charge from an NBO analysis.
Atoms and positions in Å:
C1 -0.501 -0.276 0.815  -0.762
S1 1.266 0.279 0.728  0.363
S2 1.791 1.687 -0.473  0.070
I1 -0.271 -0.410 -3.422  -0.454
H1 -0.950 0.318 0.024  0.268
H2 -0.875 -0.316 1.864  0.259
H3 -0.460 -1.282 0.465  0.256

A structure of composition C17H26ClNOOs. Source: the Open Molecules 2025 dataset; level of theory: ωB97M-V with the def2-TZVPD basis set.

Output
Gap between HOMO and LUMO (alpha / beta), Eh: 0.129 / 0.118
Spin multiplicity: 5
Net charge: +2
Energy above the lowest of the compared OMol25 structures with the same formula, charge and spin, eV: 0.570
HOMO level (alpha / beta), eV: -10.6120 / -15.4809

Each line ends with the Löwdin spin population.
Atoms and positions in Å:
C1 5.059 -3.410 -0.858  0.564
C2 4.413 -4.426 -1.739  0.074
C3 6.114 -2.579 -1.513  0.073
C4 5.345 -3.760 0.562  0.073
Cl1 3.158 -1.376 -0.620  0.366
H1 7.020 -3.195 -1.692  0.029
H2 6.395 -1.753 -0.859  0.006
H3 5.769 -2.203 -2.474  0.005
H4 5.161 -5.219 -1.960  0.031
H5 4.131 -3.989 -2.703  0.005
H6 3.554 -4.926 -1.297  0.004
H7 6.197 -4.473 0.583  0.030
H8 4.521 -4.242 1.084  0.004
H9 5.667 -2.869 1.114  0.005
C5 -0.412 0.771 -1.471  0.056
C6 0.720 1.239 -2.205  0.006
C7 1.461 0.082 -2.626  0.052
H10 0.976 2.263 -2.404  0.000
C8 0.776 -1.110 -2.149  0.044
C9 -0.377 -0.673 -1.420  0.002
H11 -1.101 -1.306 -0.928  0.000
H12 -1.197 1.403 -1.054  0.005
H13 2.449 0.062 -3.113  0.003
H14 1.165 -2.119 -2.225  0.001
C10 0.424 -0.225 1.493  0.034
C11 0.224 1.131 1.115  0.103
C12 1.497 1.778 1.014  0.044
H15 -0.737 1.608 0.954  0.006
C13 2.484 0.804 1.356  0.142
C14 1.829 -0.446 1.673  0.157
H16 2.332 -1.381 1.855  0.005
H17 -0.344 -0.976 1.651  0.001
H18 1.664 2.793 0.725  0.001
H19 3.581 0.918 1.255  0.004
Os1 1.336 0.069 -0.448  1.066
C15 -4.964 -0.775 -0.174  0.010
N1 -4.651 -0.597 1.245  0.044
C16 -5.760 -0.069 2.073  0.005
C17 -3.463 -1.129 1.703  0.125
O1 -2.660 -1.731 1.019  0.742
H20 -6.056 -0.734 -0.252  0.000
H21 -4.578 -1.738 -0.519  0.004
H22 -4.526 0.033 -0.783  0.001
H23 -5.822 -0.603 3.034  0.001
H24 -5.666 1.012 2.280  0.000
H25 -6.673 -0.247 1.487  0.002
H26 -3.323 -0.971 2.812  0.064

A cluster of 21 separate species, H43O21 in total. Source: the Open Molecules 2025 dataset; level of theory: ωB97M-V with the def2-TZVPD basis set.

Output
Gap between HOMO and LUMO, Eh: 0.375
Net charge: +1
Energy above the lowest of the compared OMol25 structures with the same formula, charge and spin, eV: 5.689
HOMO level, eV: -13.3049

Each line ends with the natural charge from an NBO analysis.
Atoms and positions in Å:
O1 0.215 -1.684 1.871  -1.009
H1 -0.684 1.472 2.776  0.537
H2 -2.177 -0.772 -4.342  0.465
O2 -1.450 -2.151 -1.331  -0.898
H3 -1.393 -2.918 -0.762  0.447
H4 -3.086 -0.410 -2.330  0.499
O3 -0.241 2.072 -1.453  -0.984
H5 -0.972 1.490 -1.240  0.509
H6 0.296 -4.505 0.378  0.514
O4 2.677 -4.333 0.205  -0.944
H7 -1.144 -4.177 0.568  0.474
H8 1.567 -0.201 0.795  0.543
O5 -1.271 4.377 -0.329  -0.973
H9 -0.248 2.765 -3.110  0.475
H10 -2.004 4.994 -0.497  0.523
O6 -0.332 -4.216 1.083  -0.952
H11 -0.545 -0.299 2.374  0.565
H12 -4.580 2.042 1.964  0.480
O7 3.244 -1.311 1.833  -0.984
H13 -0.645 4.668 -1.073  0.492
H14 3.447 -0.595 2.489  0.485
O8 -3.919 -0.084 -1.881  -0.993
H15 1.070 -1.499 2.220  0.495
H16 1.004 3.061 1.525  0.487
O9 -2.307 -3.654 2.812  -0.992
H17 3.332 2.540 0.668  0.462
H18 -1.776 -4.431 2.764  0.492
O10 -0.417 3.125 -3.978  -0.975
H19 0.284 0.927 1.471  0.545
H20 -1.067 3.828 -4.053  0.482
O11 4.223 0.635 -0.653  -0.978
H21 4.987 1.209 -0.813  0.488
H22 0.523 0.580 -0.213  0.539
O12 -0.705 -1.394 4.391  -0.956
H23 -0.234 -2.178 4.710  0.483
H24 -0.471 -0.723 5.037  0.479
O13 3.952 2.683 1.370  -0.934
H25 -2.158 -2.985 3.515  0.501
H26 4.657 2.037 1.069  0.470
O14 -3.758 2.513 2.035  -0.953
H27 -3.037 1.815 2.091  0.473
H28 -4.387 -0.869 -1.521  0.488
O15 -1.749 -1.447 -3.823  -0.920
H29 -3.815 2.062 -1.434  0.502
H30 -1.541 -1.584 -0.464  0.449
O16 1.634 -3.241 -3.160  -0.946
H31 3.625 0.775 -1.383  0.489
O17 1.481 0.854 -2.673  -0.953
H32 1.773 0.258 -1.998  0.439
H33 1.161 1.692 -2.263  0.495
O18 -3.301 2.843 -1.549  -0.973
H34 -3.073 3.240 -0.724  0.468
H35 -0.044 -2.566 1.603  0.536
O19 1.049 0.586 0.599  -0.875
H36 2.997 -4.159 1.117  0.468
H37 3.960 -1.111 1.130  0.512
O20 0.157 2.746 1.150  -0.996
H38 -0.252 3.545 0.808  0.508
H39 3.578 -4.532 -0.144  0.477
O21 -0.804 0.681 2.206  -0.968
H40 -0.445 2.950 -1.051  0.505
H41 -1.020 -0.919 -3.488  0.466
H42 2.169 -3.801 -3.712  0.477
H43 1.990 -2.315 -3.183  0.469

> What is the formula in the first record?

CH3IS2

> Number 2 is which compound?

C17H26ClNOOs

> What is the energy above the lowest of the compared OMol25 structures with the same formula, charge and spin in the third record?

5.689 eV